No. 1
10
Properties=species:S:1:pos:R:3 method="wB97M-V/def2-TZVPD" charge=0 energy_ha=-461.463734 orbital_gap_ha=0.409 de_lowest_kj_mol=128.5
C -2.0552 -0.6067 0.4973
C 1.8965 -0.2698 -0.0783
C 0.6992 -0.2193 -0.6899
N -2.6946 -1.5264 0.8101
Si -0.8681 0.6849 0.0339
H 2.5781 -0.8801 -0.6511
H 2.3540 0.0333 0.8218
H 0.7263 -0.6967 -1.6989
H -0.9524 1.7141 1.5193
H -1.6838 1.7669 -0.5643

***

No. 2
10
Properties=species:S:1:pos:R:3 method="wB97M-V/def2-TZVPD" charge=0 energy_ha=-461.431770 orbital_gap_ha=0.372 de_lowest_kj_mol=212.4
C 0.0844 -1.5179 -2.1022
C -0.8130 0.1542 1.6882
C 0.3593 0.2972 1.0957
N -0.0944 -2.3959 -2.7883
Si 0.4739 0.5175 -0.7086
H -1.1147 0.0592 2.7882
H -1.8142 0.4132 1.1045
H 1.3306 0.3646 1.6721
H -0.2721 1.2078 -1.6915
H 1.8603 0.9001 -1.0582

***

No. 3
11
Properties=species:S:1:pos:R:3 method="wB97M-V/def2-TZVPD" charge=0 energy_ha=-1775.859648 orbital_gap_ha="0.225 / 0.343" multiplicity=4
H 1.3874 -1.4297 -0.6950
O -0.7875 0.7450 0.5946
C 0.1352 0.6522 -0.2994
O 1.3263 0.4688 0.2019
C 1.9348 -0.8313 0.1585
H 3.0058 -0.6654 0.0092
H 1.7536 -1.3510 1.1038
C -2.1551 0.6720 -0.0046
H -2.6909 -0.0490 0.6325
H -2.5965 1.6624 0.1889
Ni -1.3130 0.1262 -1.8904

***

No. 4
10
Properties=species:S:1:pos:R:3 method="wB97M-V/def2-TZVPD" smiles="CCC(=O)[O-]" charge=-1 energy_ha=-267.840363 orbital_gap_ha=0.299 de_lowest_kj_mol=21.2
C -0.3488 -0.6324 -1.7317
C -0.0933 -0.9792 -0.2850
C 0.1088 0.3060 0.6420
O 1.2848 0.7685 0.5881
O -0.8616 0.8194 1.2413
H -1.1601 0.1033 -1.7385
H 0.4813 -0.2361 -2.1836
H -0.6799 -1.5477 -2.2739
H 0.8613 -1.5875 -0.2869
H -0.8885 -1.6018 0.0958

***

No. 5
11
Properties=species:S:1:pos:R:3 method="wB97M-V/def2-TZVPD" charge=-1 energy_ha=-665.867394 orbital_gap_ha="0.295 / 0.145" de_lowest_kj_mol=468.3
C -0.5995 0.9643 0.1631
C -0.0049 -0.1426 -0.7157
C -1.1680 -0.3978 0.1082
O 4.9526 0.5873 1.0207
O 5.1024 -0.8417 -1.0198
S 4.1974 -0.1558 -0.0313
H -0.2700 1.5059 1.0004
H -1.0677 1.7654 -0.3676
H 0.0866 -0.1774 -1.8088
H 0.9304 -0.6790 -0.4392
H -2.2505 -0.7612 -0.1076

***

No. 6
11
Properties=species:S:1:pos:R:3 method="wB97M-V/def2-TZVPD" charge=-1 energy_ha=-665.878631 orbital_gap_ha="0.189 / 0.247" multiplicity=3 de_lowest_kj_mol=0.0
C -1.1389 0.2009 1.6672
C -2.1371 0.9105 1.1858
C 0.2342 -0.0892 0.8852
O 1.9926 -1.6619 -2.9064
O 1.9009 0.8584 -2.6818
S 1.1607 -0.4408 -2.7480
H -1.2198 -0.4390 2.5127
H -2.1842 1.2872 0.1893
H 0.2966 0.5853 -0.0653
H 1.0741 -0.1050 1.5404
H 0.0209 -1.1064 0.4209

***

No. 7
11
Properties=species:S:1:pos:R:3 method="wB97M-V/def2-TZVPD" charge=-1 energy_ha=-2669.242427 orbital_gap_ha=0.269 de_lowest_kj_mol=48.5
C -0.6657 -1.4780 -0.1016
C 0.6527 -0.6248 0.1843
C 0.5548 0.8011 -0.3136
O -1.7123 -0.7964 -0.1246
O -0.7063 -2.6825 -0.0920
Se -1.3106 1.4450 0.0049
H 0.6615 -0.7940 1.3427
H 1.5427 -1.2651 -0.2618
H 0.7942 0.9745 -1.3448
H 1.1799 1.4684 0.3770
H -0.9909 2.9517 0.3296

***

No. 8
11
Properties=species:S:1:pos:R:3 method="wB97M-V/def2-TZVPD" smiles="C=C[SiH2]C(=O)[O-]" charge=-1 energy_ha=-557.286429 orbital_gap_ha=0.288 de_lowest_kj_mol=11.2
C -0.4703 -1.3143 -0.1967
C -0.4038 -0.0007 -0.4046
Si 1.0569 1.1531 0.1069
C 2.3284 1.1821 -1.4238
O 1.8817 0.7557 -2.5422
O 3.4179 1.7139 -1.1020
H -1.3055 -1.9145 -0.7157
H 0.3023 -1.7798 0.3088
H -1.0386 0.5293 -1.0666
H 1.5940 0.1000 1.1933
H 0.6508 2.4527 0.9246

***

No. 9
11
Properties=species:S:1:pos:R:3 method="wB97M-V/def2-TZVPD" charge=-1 energy_ha=-343.067443 orbital_gap_ha=0.316 de_lowest_kj_mol=54.2
C -0.8506 -1.1983 -1.2376
C -1.4754 -0.0333 -1.0395
O -0.9492 1.1856 -0.8403
H -1.2494 -2.1952 -1.1787
H 0.2223 -1.1688 -1.4194
H -2.5634 -0.0308 -0.9255
H -0.0454 1.0514 -0.4227
O 0.9658 0.5050 0.7765
C 1.7504 0.5798 1.7449
O 2.1626 -0.3191 2.5009
H 2.0321 1.6237 2.0415

***

No. 10
11
Properties=species:S:1:pos:R:3 method="wB97M-V/def2-TZVPD" charge=+1 energy_ha=-342.660479 orbital_gap_ha=0.398 de_lowest_kj_mol=123.2
C 2.4517 0.5535 0.1044
C -0.3347 -1.3701 -0.3843
C -2.0677 0.3241 0.0879
O 0.2311 -2.3483 -0.2809
O -1.1182 -0.4927 -0.5952
O 1.4129 -0.0275 0.3961
H 3.2502 0.8241 0.7392
H 2.8188 0.8083 -0.9051
H -1.9473 1.3431 -0.3721
H -1.7206 0.5493 1.1182
H -2.9763 -0.1639 0.0920

***

No. 11
12
Properties=species:S:1:pos:R:3 method="wB97M-V/def2-TZVPD" charge=+2 energy_ha=-859.362855 orbital_gap_ha="0.270 / 0.330" multiplicity=3 de_lowest_kj_mol=48.0
Pr -1.1210 -2.4224 0.8356
O -1.0432 -1.8380 -1.3341
O -1.0151 0.2215 -0.5723
C -0.0840 1.1571 0.0237
C 0.7006 0.3426 1.0641
O 0.6302 -0.9982 0.6445
C -0.4253 -0.7422 -1.3118
H 0.6201 1.4339 -0.7738
H -0.5975 2.0475 0.3980
H 0.3215 0.5562 2.0766
H 1.7488 0.6829 1.0647
H 0.2648 -0.4407 -2.1153

***

No. 12
12
Properties=species:S:1:pos:R:3 method="wB97M-V/def2-TZVPD" charge=-1 energy_ha=-741.176305 orbital_gap_ha=0.269 de_lowest_kj_mol=257.2
C 0.4040 0.9535 -0.6801
C 0.0177 -1.0209 -0.0153
C -0.7150 0.2811 0.4322
O -2.9435 -1.2480 -0.2525
O -3.3820 1.0319 0.4971
O 1.0397 -0.3358 -0.7325
S -2.5667 0.1794 -0.4105
H -0.1215 1.1273 -1.6052
H 1.1242 1.6660 -0.4306
H 0.4759 -1.5790 0.7935
H -0.5634 -1.6053 -0.6286
H -0.3735 0.7028 1.3840

***

No. 13
14
Properties=species:S:1:pos:R:3 method="wB97M-V/def2-TZVPD" smiles="O=S(=O)([O-])[C@H]1[C@H](S)[C@@H]1S" charge=-1 energy_ha=-1537.609906 orbital_gap_ha=0.291 de_lowest_kj_mol=32.2
O 2.9113 0.6726 1.6081
S 1.6771 1.5021 1.6976
O 1.9070 2.9415 1.5544
O 0.9147 1.0936 2.9207
C 0.5934 1.1626 0.3338
C 0.9584 0.1317 -0.7327
S 0.3167 -0.0886 -2.4606
C 0.1089 -0.4173 0.4189
S -1.5965 -0.9839 -0.0915
H -0.1564 1.9779 0.1080
H 2.0037 -0.1963 -0.6420
H 1.0997 -1.1169 -2.8125
H 0.3768 -1.0104 1.2143
H -2.1380 -0.5090 1.0142

***

No. 14
12
Properties=species:S:1:pos:R:3 method="wB97M-V/def2-TZVPD" charge=+2 energy_ha=-373.008807 orbital_gap_ha="0.376 / 0.282" multiplicity=2 de_lowest_kj_mol=225.9
H -1.0584 -0.1396 1.5055
C -1.4146 -0.2392 0.4673
C -0.3628 -1.0767 -0.3455
O 0.9668 -0.6771 -0.0660
C 1.3648 0.5506 -0.1195
O 2.6361 0.5926 0.0609
H -2.3483 -0.8180 0.4176
H -0.7395 -2.1057 -0.0679
H 2.9825 1.4960 0.0690
Sr -0.0626 2.6316 -0.2589
O -1.5181 0.9243 -0.2259
H -0.4460 -1.1387 -1.4367

***

No. 15
12
Properties=species:S:1:pos:R:3 method="wB97M-V/def2-TZVPD" charge=+3 energy_ha=-513.667056 orbital_gap_ha="0.220 / 0.281" multiplicity=2 de_lowest_kj_mol=583.4
H 0.4656 0.7003 1.7631
C 1.0149 -0.1445 1.3247
C 0.8527 -0.4060 -0.1857
O 0.0326 0.5327 -0.8900
C -1.2562 0.4950 -0.8576
O -1.7385 1.1889 -1.8227
H 2.0363 0.2158 1.4929
H 1.8277 -1.1189 0.4589
H -2.6340 0.9131 -2.0658
Tl -2.1599 -0.9340 0.5449
O -0.2215 -1.1868 1.0088
H 1.7801 -0.2557 -0.7713

***

No. 16
12
Properties=species:S:1:pos:R:3 method="wB97M-V/def2-TZVPD" charge=+2 energy_ha=-380.460655 orbital_gap_ha="0.267 / 0.219" de_lowest_kj_mol=582.6
O 0.9158 -0.2498 0.6192
C -0.1454 -1.2745 -0.6812
C -0.0202 0.7360 1.0001
O 0.2909 -2.4090 -0.6795
O -1.2813 -0.6732 -0.4560
C -1.1065 0.7104 -0.0759
H 0.4119 1.7452 1.0687
H -0.4438 0.4633 1.9789
H -0.7611 1.2549 -0.9663
H -2.0707 1.0563 0.3118
H 0.9099 -0.6822 -1.6139
Y 3.3006 -0.6775 -0.5058

***

No. 17
12
Properties=species:S:1:pos:R:3 method="wB97M-V/def2-TZVPD" charge=+1 energy_ha=-1501.279923 orbital_gap_ha=0.159 de_lowest_kj_mol=507.0
H -0.9188 -1.2604 -2.4115
O -0.8160 1.1426 -0.4407
C -0.1789 0.3232 -1.1789
C -0.6721 -0.2135 1.4275
O -0.5130 -0.0308 -2.3543
O 1.0606 0.2599 -0.7852
C 0.7023 -0.5272 1.2598
H -1.4008 -1.0199 1.3109
H -0.9723 0.4043 2.2773
H 0.9940 -1.5314 0.9445
H 1.4265 0.0162 1.8715
Yb 1.2885 2.4371 -1.9207

***

No. 18
13
Properties=species:S:1:pos:R:3 method="wB97M-V/def2-TZVPD" charge=+2 energy_ha=-1025.998349 orbital_gap_ha="0.240 / 0.298" multiplicity=5 de_lowest_kj_mol=0.0
O -2.7013 -0.4158 3.1541
C -2.2265 -0.6827 2.0783
O -1.3876 -0.0607 1.3438
O -2.6789 -1.7848 1.3324
H -3.4509 -2.2291 1.7018
C 1.8802 0.2023 -1.6339
O 0.9119 -0.5655 -1.6028
C 1.9306 1.5188 -0.9739
H 2.1803 2.1280 -1.8944
H 2.8386 -0.2145 -1.9928
H 0.9612 1.8967 -0.6381
H 2.8430 1.5827 -0.3610
Pm -1.1005 -1.3755 -0.5135

***

No. 19
10
Properties=species:S:1:pos:R:3 method="wB97M-V/def2-TZVPD" charge=0 energy_ha=-533.660201 orbital_gap_ha="0.249 / 0.311" multiplicity=3 de_lowest_kj_mol=301.9
C -0.8516 0.1291 -0.4201
C 0.1041 -1.0410 -0.2792
C 1.3790 0.7012 0.5719
O 1.4701 -0.4839 0.0068
P -2.4580 0.2555 -0.0724
H -0.1590 -1.6145 0.6387
H 0.2094 -1.7415 -1.0450
H 0.4030 1.0745 0.1359
H 2.3410 1.1245 0.8017
H -2.4380 1.5960 -0.3382

***

No. 20
9
Properties=species:S:1:pos:R:3 method="wB97M-V/def2-TZVPD" charge=0 energy_ha=-458.502377 orbital_gap_ha="0.292 / 0.300" de_lowest_kj_mol=207.7
C -0.2542 1.1093 0.5643
C -0.0912 -0.3041 0.4322
C 0.1351 -0.6213 -1.0086
P -0.2366 2.0038 -0.8730
H -0.3640 1.5118 1.6078
H 0.8648 -0.6712 0.9945
H -0.7129 -0.9064 1.0467
H 1.0724 -0.7096 -1.3762
H -0.4132 -1.4124 -1.3878